Here is C4H7PS as an isolated structure from the Open Molecules 2025 dataset. Energies are from the ωB97M-V functional and the def2-TZVPD basis.

Calculated values
energy above the lowest of the compared OMol25 structures with the same formula, charge and spin = 1.089 eV
charge = 0
HOMO energy = -8.43 eV
calculated total energy = -896.070259 a.u.
frontier orbital gap = 9.2 eV

```
13
C4H7PS, DFT the ωB97M-V functional and the def2-TZVPD basis
H -0.15773 1.50115 0.67950
H 2.88095 0.51407 2.36259
C 0.51435 -1.30724 0.16479
H -2.14495 1.08191 -1.64547
S 1.86782 -0.32458 2.48393
H -2.28917 -0.60405 -2.25926
P 0.07482 -0.18331 -1.26734
C 0.63088 0.93329 0.13683
H 1.50697 1.61051 0.11721
H 0.33920 -2.33839 0.13727
C 1.01584 -0.30338 0.92929
H -2.38124 -0.51291 -0.49657
C -1.85775 -0.06706 -1.34277
```

Here are the Mulliken charges for atoms 1 to 5, given in e: 0.281 0.126 -0.340 0.240 -0.275

Here is a 2-piece molecular cluster, C11H15N overall from the Open Molecules 2025 dataset. Energies are from the ωB97M-V functional and the def2-TZVPD basis.

Calculated values
energy above the lowest of the compared OMol25 structures with the same formula, charge and spin = 2.938 eV
charge = -1
HOMO energy (alpha / beta) = 0.71 / -3.34 eV
calculated total energy = -482.762130 a.u.
2S+1 = 2
frontier orbital gap (alpha / beta) = 2.8 / 6.8 eV

```
27
C11H15N, DFT the ωB97M-V functional and the def2-TZVPD basis
H 0.69335 -2.27846 1.37747
H 2.36947 -2.49708 0.76817
H -0.20376 4.23581 0.31523
C 0.82083 3.56331 0.56802
C -1.64682 2.09202 0.53644
H -3.11824 -0.89243 0.31088
C 1.41676 1.68850 -1.33767
H 1.21512 -0.14643 -2.18541
H -1.79980 -1.52924 -1.21426
H -1.69988 2.95066 1.08117
H 2.06211 -4.56790 -0.19521
C 1.09337 -4.18075 0.35594
C -1.44175 -0.52376 -0.81305
C -2.29202 -0.19655 0.23721
H 0.28933 -4.46382 -0.26888
H 1.09511 -2.19339 -0.47780
H 1.57566 4.23344 0.38206
C -2.56074 1.05378 0.81071
H 0.56697 3.12102 1.60073
C 1.29664 -2.69896 0.55146
H 0.85161 -4.75460 1.30825
N 0.65694 0.49529 -1.75706
H 2.40817 1.73136 -1.84162
C 0.78003 2.43197 -0.42770
C -0.49420 1.64200 -0.16391
H -3.48355 1.22463 1.37443
C -0.45070 0.45960 -0.89561
```

Here are the Mulliken charges for atoms 1 to 5, given in e: 0.259 0.310 0.185 -1.121 -1.139

Here is C37H44N15OSc as an isolated structure from the Open Molecules 2025 dataset. Energies are from the ωB97M-V functional and the def2-TZVPD basis.

Calculated values
charge = 0
HOMO energy = -7.59 eV
calculated total energy = -3093.816210 a.u.
frontier orbital gap = 6.6 eV

```
98
C37H44N15OSc, DFT the ωB97M-V functional and the def2-TZVPD basis
C -3.04311 4.99952 0.48370
H -2.46379 -4.54064 0.07790
H 1.08963 2.76303 -1.90592
H -2.35945 -4.42951 -1.66893
H 1.67547 -1.67930 2.20558
N 0.87673 -2.45463 -0.30700
H 1.38118 -2.40035 -2.84486
H -0.61483 -0.56628 4.18285
H -0.40350 -5.37724 -0.42729
C 0.22928 -4.72202 -1.02525
H -3.19127 -1.70121 -3.03633
H -3.17131 -1.83309 3.15098
C 2.24936 -2.87656 -0.28811
H -3.91702 4.43424 -1.95910
C 2.93530 -3.08643 -1.48427
H -2.35373 -0.18393 -2.74610
H -5.42281 2.70113 0.80473
H 2.97793 -2.54437 -3.55094
C 1.68168 4.10041 -0.26354
C -3.30332 2.22340 1.10460
N 0.24295 0.87874 -4.20059
H 2.04632 -3.99610 -3.21546
H -2.50875 -3.02474 2.03778
C -5.12105 -0.33717 -0.94158
N 0.74296 2.11277 0.11081
H 2.73388 -2.77555 3.08292
C 1.86292 0.46634 -2.91748
H -2.87905 2.13059 2.10911
H -4.65594 3.67992 2.05160
H -6.64960 -0.17714 0.54705
C -2.77174 2.73912 -1.16305
C -1.83998 4.02686 0.60819
H -2.85579 5.76961 -0.26800
C 0.89249 2.95094 3.75612
N 2.52519 -0.04942 -0.11264
C 0.05091 1.22068 5.18065
N -1.64428 -1.56154 -0.43371
H -2.99492 1.72236 -1.49072
C 0.66218 2.16974 2.61975
H -4.91856 3.07045 -1.46795
N 1.58517 0.94284 -4.11865
H -1.69977 -1.47351 2.23606
C -3.31629 -0.68380 -2.65289
C -4.02516 3.64494 -1.21123
C 2.08391 -2.69289 2.21352
N 4.37923 0.53392 0.79813
C 4.91830 -3.51672 -0.16663
Sc 0.36815 -0.08248 -0.11526
H 4.69994 -3.37710 1.96159
C 2.29087 -2.99933 -2.83843
C -2.67606 -1.95420 2.18824
H 2.12500 4.99242 -0.66562
H -0.18289 0.85074 6.17063
N 3.13760 0.35295 -2.41057
C 0.59514 2.48942 5.02317
C -4.49601 3.21243 1.07688
C -0.01437 -3.29228 -0.65712
C 0.97253 2.68226 1.28788
C -2.51495 -3.84472 -0.76209
C -3.01908 -1.18099 -0.19287
H -3.24229 5.50748 1.43067
N 0.75376 0.09711 -2.26179
H 1.87820 4.50676 1.80670
N 3.19846 0.11675 1.05888
O -0.14180 0.11534 1.74863
H -3.61390 1.23127 0.78674
N -4.24910 4.26820 0.09377
C 3.39827 0.33130 -1.05234
H 4.85282 -3.55170 -2.30689
C -0.19634 0.42516 4.08020
N -2.24604 2.68023 0.20348
H -3.50692 -3.40480 -0.78801
C 1.17501 2.99277 -0.85723
C 0.10644 0.88527 2.79383
C -5.62893 -0.47012 0.33805
C -3.51825 -1.36344 1.09940
H -1.47414 3.97439 1.63684
N 4.55520 0.68769 -0.52872
H -4.03841 -0.18262 -3.29667
C 4.20310 -3.30958 1.00239
H 1.30692 3.94711 3.66587
H 1.24920 -3.38651 2.34662
H 0.79231 3.11481 5.88259
H -0.04316 -4.88490 -2.07036
H -1.00853 4.34261 -0.02638
C -3.81307 -0.71310 -1.24238
C 2.85641 -2.97488 0.96232
H -1.97976 3.11508 -1.81619
H 5.97371 -3.74940 -0.11810
N 1.54441 3.89555 1.08496
N -0.25365 0.39250 -3.12659
H -5.24009 -1.12641 2.34097
H 1.26942 -5.00060 -0.88685
C -1.44158 -2.80691 -0.62749
C 4.28930 -3.40384 -1.39397
C -4.83801 -0.99933 1.34378
H 3.85650 0.78875 -2.96717
H -5.74825 0.04648 -1.73694
```

Here are the Mulliken charges for atoms 1 to 5, given in e: -0.927 0.449 0.248 0.505 0.156